(1)
8
Properties=species:S:1:pos:R:3:forces:R:3:nbo_charge:R:1 method="wB97M-V/def2-TZVPD" molar_mass_da=141.1 orbital_gap_ev=7.983 e_lumo_ev=-1.17 de_lowest_kcal_mol=27.84
Si -1.64216 -0.05438 -0.10927 1.1793 -0.7389 1.4825 0.5184
Si 2.13088 0.69338 -0.45174 0.8848 -1.5382 -0.2969 0.7626
Br 3.38316 -1.29029 0.25162 -0.9061 1.3857 -0.4320 -0.4629
H -1.24799 1.26544 0.75599 -0.6736 -1.6987 -1.0924 -0.1107
H -2.39360 0.17791 -1.35547 -0.6601 0.1596 0.4562 -0.1206
H -1.84358 -1.40766 0.75623 -0.5334 1.9161 -0.7790 -0.0974
H -0.45702 -0.62715 -0.76664 0.7837 0.3870 -0.0026 -0.1709
H 2.07030 1.24275 0.91929 -0.0748 0.1274 0.6641 -0.3187

(2)
13
Properties=species:S:1:pos:R:3:forces:R:3:mulliken_charge:R:1 method="wB97M-V/def2-TZVPD" molar_mass_da=541.3 orbital_gap_ev=1.640 e_lumo_ev=-5.61 de_lowest_kcal_mol=114.29
Hg 3.02804 -0.48860 -2.69703 -0.1900 0.0640 0.3580 0.4523
O -5.60000 -3.32669 0.85489 0.6816 0.6216 0.4657 -0.5140
V -4.68119 -2.34398 1.64636 3.0093 0.1575 -2.5502 1.7089
O -3.29859 -2.13304 0.82469 -3.5388 -0.7632 2.0022 -0.4684
O 0.72762 -0.53965 -1.04088 -0.8410 -0.4044 -0.0167 -0.6691
V -0.35135 0.52563 -0.58840 3.6069 2.4188 -0.7032 1.4367
O -1.74656 -0.15647 -0.51246 -1.5173 -0.5010 0.5816 -0.7706
Br -0.13149 2.33791 -2.38122 -0.3547 -1.0830 1.0230 -0.3310
P 2.35460 1.10034 0.67597 3.9804 -0.0810 0.4080 1.0568
O 3.05315 0.23841 1.82903 -1.3899 1.8322 -2.3984 -0.4410
O 0.89378 1.40257 0.93155 -4.4160 -2.9484 -2.4902 -0.6077
O 3.03096 0.87686 -0.77321 -1.8075 0.9661 3.2800 -0.4834
O 2.72107 2.50672 1.23065 2.7771 -0.2793 0.0401 -0.3694

(3)
4
Properties=species:S:1:pos:R:3:forces:R:3:nbo_charge:R:1 method="wB97M-V/def2-TZVPD" molar_mass_da=364.7 orbital_gap_ev="5.890 / 7.304" e_lumo_ev="-2.75 / -2.05" de_lowest_kcal_mol=46.46
P 0.70285 0.27282 -0.62196 1.0559 0.8581 -0.9275 0.2430
Br 1.44689 1.54517 1.00048 0.0088 0.2084 0.1743 -0.1854
I -3.87321 -1.41342 -0.29946 -0.1143 0.0875 -0.0081 -0.1961
I -0.81514 -1.09386 0.39256 -0.9505 -1.1540 0.7612 0.1384

(4)
6
Properties=species:S:1:pos:R:3:forces:R:3:nbo_charge:R:1 method="wB97M-V/def2-TZVPD" molar_mass_da=302.9 orbital_gap_ev="6.853 / 7.765" e_lumo_ev="-1.85 / -1.24" de_lowest_kcal_mol=17.11
O 0.09231 -0.22702 -1.47200 0.7872 -0.1251 -1.0033 -0.8067
O 0.51279 -0.36251 1.29546 -0.5429 -0.3457 0.9161 -0.8331
S 1.65903 0.53675 1.59463 0.0586 0.0494 -0.0395 0.7628
S -0.90826 0.15715 -0.52167 -1.3030 0.9925 0.7829 1.0921
Br -0.79195 2.38440 0.03865 0.0768 -0.7001 -0.3233 -0.2263
I 3.14974 -0.08349 -0.11463 0.9234 0.1290 -0.3329 0.0113

(5)
6
Properties=species:S:1:pos:R:3:forces:R:3:lowdin_spin:R:1 method="wB97M-V/def2-TZVPD" molar_mass_da=302.9 multiplicity=3 orbital_gap_ev="7.403 / 8.247" e_lumo_ev="-0.98 / -2.32" de_lowest_kcal_mol=0.00
O -1.06660 0.50033 1.50590 0.4851 0.5933 1.0973 0.3636
O 0.54371 0.66934 -0.95645 1.9999 -0.7583 -0.8239 0.4273
S 1.51808 -0.43420 -1.29168 -0.9719 1.1779 0.0794 0.5240
S -1.45198 -0.12426 0.26757 -1.5965 -0.7483 -0.5586 0.5403
Br -0.88618 -2.27320 0.31362 -0.0401 -0.3105 0.0873 0.0649
I 3.44433 -0.25961 0.09290 0.1235 0.0460 0.1185 0.0800

(6)
5
Properties=species:S:1:pos:R:3:forces:R:3:nbo_charge:R:1 method="wB97M-V/def2-TZVPD" molar_mass_da=141.9 orbital_gap_ev="7.443 / 7.444" e_lumo_ev="-1.85 / -1.85" de_lowest_kcal_mol=51.19
N 0.72942 -0.52926 -0.97737 -3.3798 1.8369 0.3826 0.4152
O -0.26367 -0.05489 -1.25599 3.4911 -1.4607 1.0895 -0.0452
O 0.47442 0.13126 1.25595 -0.4331 -0.0559 -1.9306 -0.2657
O -0.62174 0.69617 0.87338 0.1999 -0.4969 0.3830 -0.1878
Br -2.20294 -0.50192 1.01024 0.1218 0.1766 0.0755 0.0835